[1]
Here is a 2-piece molecular cluster, C11H14FN overall from the Open Molecules 2025 dataset. Energies are from the ωB97M-V functional and the def2-TZVPD basis.

```
27
C11H14FN (the ωB97M-V functional and the def2-TZVPD basis)
C 1.1067 -2.0642 2.8261
C 1.4786 -0.7717 2.4879
C 0.1555 -2.6850 1.9575
C 0.9484 -0.0636 1.4159
C -0.2727 -2.1000 0.8584
C 0.0037 -0.7083 0.6291
C -0.3324 0.0472 -0.5745
C -0.8782 1.3902 -0.8192
C 1.2131 -0.6337 -2.0424
C -1.3703 2.2860 0.3653
C -0.5343 2.0736 -2.0999
N -1.7036 0.1079 -0.8640
F -2.1696 -0.3824 -2.0883
H 1.6165 -2.5457 3.5500
H 2.2090 -0.3357 3.0736
H -0.0828 -3.6784 2.0728
H 1.1023 0.9782 1.3002
H -0.9489 -2.7018 0.2771
H 1.6346 -1.5968 -1.7232
H 1.8318 0.1690 -2.0935
H 0.7514 -0.8789 -3.0099
H -0.8272 2.0226 1.3004
H -2.3420 2.1621 0.4487
H -1.1825 3.2798 0.1987
H -0.1458 3.0074 -1.9722
H -1.4347 2.1839 -2.7628
H 0.1736 1.4382 -2.7119
```

The spin multiplicity is 3. As for the charge: 0. Its HOMO energy (spin up / spin down) is -6.063 / -9.075 eV. For the lowest unoccupied orbital energy (spin up / spin down), the calculation gives 0.87 / -2.36 eV. The HOMO-LUMO gap (spin up / spin down) comes out at 6.937 / 6.713 eV.

---

[2]
Here is a 2-piece molecular cluster, C11H14N overall from the Open Molecules 2025 dataset. Energies are from the ωB97M-V functional and the def2-TZVPD basis.

```
26
C11H14N (the ωB97M-V functional and the def2-TZVPD basis)
C 3.2737 -0.3624 0.1179
C 2.4490 -0.4294 1.2282
C 2.8571 -0.0062 -1.1324
C 1.1427 0.0320 1.0877
C 1.5355 0.3696 -1.2633
C 0.6652 0.4526 -0.2048
C -3.0675 -1.0856 0.4761
C -1.9085 -1.3077 0.0454
C -1.2667 1.9712 0.7126
C -0.7127 1.0007 -0.2402
C -1.0822 -2.3901 -0.3573
N -1.0708 2.3449 -0.7261
H 4.3650 -0.6869 0.2607
H 2.8941 -0.7408 2.2056
H 3.3108 -0.0206 -2.0507
H 0.5293 -0.0511 2.0037
H 1.3460 0.6715 -2.3197
H -3.9863 -1.6571 0.5903
H -3.3122 -0.0638 0.7729
H -2.2790 1.9742 1.1674
H -0.7284 2.6143 1.4441
H -1.7904 -3.2292 -0.6912
H -0.5335 -2.2981 -1.3094
H -0.6029 -2.7179 0.5273
H -1.6898 2.5156 -1.4466
H -0.3374 3.1002 -0.8980
```

As for the charge: +1. Its HOMO energy (spin up / spin down) is -11.506 / -11.786 eV. For the lowest unoccupied orbital energy (spin up / spin down), the calculation gives -4.96 / -4.20 eV. The HOMO-LUMO gap (spin up / spin down) comes out at 6.545 / 7.586 eV.

---

charge of number 2 (C11H14N)?
+1

---

Which value of charge does entry 1 give?
0

---

charge of number 2 (C11H14N)?
+1

---

The highest charge belongs to which entry?
C11H14N